Record 1
15
Properties=species:S:1:pos:R:3:forces:R:3:lowdin_charge:R:1 method="wB97M-V/def2-TZVPD" homo_lumo_gap_ev=10.708 lumo_ev=0.9 e_homo_ev=-9.8
C 2.1177 0.7877 0.1333 1.573 2.085 1.388 -0.06
C -1.2738 1.0352 -0.6735 0.057 0.700 -0.857 -0.06
C -0.3939 -0.7116 0.9011 1.085 -1.362 1.881 -0.25
C -0.0594 0.2519 -0.2309 0.551 -1.833 -1.000 -0.44
N 0.9410 1.0987 0.3233 -1.280 1.074 0.336 -0.01
O -0.8709 -1.9283 0.3620 -0.271 -0.107 -1.201 -0.08
H 2.8749 1.3772 0.6353 0.255 0.162 0.055 0.07
H 2.4786 0.0291 -0.4588 0.536 -2.147 -1.628 0.05
H -1.1580 1.5526 -1.6430 0.156 -0.767 -0.035 0.07
H -2.1194 0.3115 -0.7434 0.212 1.105 0.319 0.09
H -1.3306 1.9557 -0.0375 -0.689 -1.276 0.222 0.09
H -1.1471 -0.4117 1.6638 0.594 0.666 -0.533 0.13
H 0.6131 -0.8867 1.4341 -1.537 0.116 -0.502 0.13
H -0.7940 -2.6753 0.9507 0.118 0.090 0.463 0.08
H 0.4490 -0.4798 -1.0273 -1.360 1.495 1.092 0.18

Record 2
15
Properties=species:S:1:pos:R:3:forces:R:3:lowdin_charge:R:1 method="wB97M-V/def2-TZVPD" homo_lumo_gap_ev="7.811 / 7.809" lumo_ev="-0.4 / -0.4" e_homo_ev="-8.2 / -8.2"
C 0.4446 1.2322 0.6318 -0.002 0.227 -0.301 -0.16
N 0.2568 -0.1527 0.2582 -0.111 0.101 -0.319 -0.17
C 1.3328 -0.9565 0.8225 0.124 -0.111 -0.505 -0.14
C -0.7187 -0.3905 -1.5413 1.085 0.125 1.113 0.07
C -1.8856 -0.0298 -0.7264 -0.085 -0.128 0.657 -0.38
O -2.0978 -0.5918 0.3230 -1.374 -0.019 -0.475 0.02
H 1.3880 1.6771 0.2815 -0.081 0.060 -0.069 0.08
H 0.4507 1.3095 1.7363 -0.009 -0.225 -0.378 0.09
H -0.3955 1.8309 0.2716 0.108 0.051 -0.005 0.07
H 1.2503 -0.8641 1.9285 -0.194 0.110 -0.573 0.10
H 1.1969 -2.0169 0.6035 0.032 0.092 -0.172 0.07
H 2.3580 -0.6411 0.5748 -0.047 -0.072 -0.158 0.07
H -0.4784 -1.4411 -1.6438 -0.134 -0.072 0.236 0.07
H -0.6754 0.1322 -2.5292 0.754 0.070 1.092 0.08
H -2.4265 0.9025 -0.9908 -0.066 -0.209 -0.142 0.11

Record 3
15
Properties=species:S:1:pos:R:3:forces:R:3:lowdin_charge:R:1 method="wB97M-V/def2-TZVPD" homo_lumo_gap_ev=8.589 lumo_ev=1.0 e_homo_ev=-7.6
C -0.1210 1.9963 -0.4009 -0.155 0.253 -0.017 -0.12
C -0.1292 0.5115 -0.5020 -0.111 -0.041 -0.055 -0.16
C 1.4061 -1.6688 -0.1569 0.146 -0.276 0.011 -0.08
C -0.3819 -0.3282 0.5070 0.023 0.312 -0.313 -0.45
O 0.1169 -1.6014 0.4799 -0.105 0.099 -0.080 -0.08
N -1.1028 0.0335 1.6410 0.145 -0.071 -0.004 0.14
H 0.1766 2.3001 0.6108 -0.174 0.038 -0.162 0.07
H -1.0788 2.4665 -0.6455 0.036 0.152 0.015 0.06
H 0.6337 2.3874 -1.0927 -0.202 0.085 0.108 0.07
H 0.1191 0.0449 -1.4444 0.331 0.250 0.054 0.09
H 1.6331 -2.7272 -0.2501 0.075 -0.042 0.194 0.09
H 1.4603 -1.2264 -1.1586 -0.300 -0.283 0.326 0.07
H 2.1546 -1.1455 0.4525 -0.178 -0.199 0.016 0.10
H -1.8477 0.6866 1.4328 0.166 -0.205 0.092 0.10
H -1.3918 -0.6879 2.2857 0.304 -0.069 -0.187 0.09

So what do the calculations give for ΔE to the lowest compared entry with this formula, charge and spin? Going down the list: 247.10, 501.44, 195.09 kJ/mol.